C12H36ClO20P4 | the ωB97M-V functional and the def2-TZVPD basis

XYZ file:
```
73
Properties=species:S:1:pos:R:3:forces:R:3:mulliken_charge:R:1
Cl 0.701 -1.685 -0.534 -0.049 -1.798 -0.319 1.59
O -0.345 -1.671 0.445 -0.551 0.607 0.727 -0.65
O 1.935 -1.208 0.036 -0.114 1.251 -0.290 -0.63
O 0.947 -3.060 -0.893 -0.035 -0.657 -0.524 -0.67
O 0.239 -0.983 -1.717 0.699 0.583 0.371 -0.65
C 0.517 4.839 3.511 0.918 0.479 -0.375 -0.64
O 0.599 4.605 4.902 1.781 -0.624 2.443 -0.30
P 2.058 4.543 5.691 -0.260 0.254 -0.397 1.01
O 3.148 3.700 5.138 -1.627 0.934 0.670 -0.65
O 2.468 6.127 5.793 0.021 -0.589 0.722 -0.31
C 3.364 6.573 6.898 -1.254 -0.514 -0.994 -0.59
O 1.637 4.135 7.202 -0.203 0.124 -1.397 -0.33
C 0.695 4.905 7.960 0.503 0.202 0.656 -0.69
H 0.163 5.865 3.413 -0.053 -0.085 -0.454 0.23
H -0.127 4.124 3.000 -0.075 0.010 0.367 0.26
H 1.530 4.738 3.121 -0.140 0.124 -0.533 0.31
H 3.968 5.727 7.226 0.198 0.295 -0.014 0.32
H 2.714 6.930 7.697 0.106 -0.134 0.119 0.24
H 3.930 7.428 6.527 0.134 -0.378 -0.110 0.25
H 0.386 5.819 7.453 -0.030 -0.128 -0.081 0.34
H 1.227 5.153 8.878 -0.013 0.322 0.028 0.29
H -0.168 4.334 8.301 0.006 -0.291 -0.634 0.26
C 0.872 2.746 -12.497 0.408 -0.871 -0.241 -0.72
O -0.290 2.540 -11.668 -0.548 0.880 0.899 -0.27
P -1.297 3.766 -11.320 1.174 1.464 1.877 1.01
O -0.623 4.947 -10.658 -1.342 -2.309 -1.801 -0.69
O -2.523 3.184 -10.399 0.976 -0.230 -2.362 -0.32
C -2.256 2.465 -9.210 1.262 0.104 1.031 -0.65
O -1.944 4.037 -12.744 -0.841 -0.331 -0.410 -0.28
C -2.719 3.002 -13.422 -0.527 -0.080 0.368 -0.62
H 0.652 2.162 -13.391 0.289 0.269 -0.212 0.27
H 1.756 2.319 -12.025 -0.321 -0.373 0.341 0.28
H 1.230 3.744 -12.747 -1.044 0.413 0.178 0.34
H -1.177 2.400 -9.065 0.110 0.283 0.282 0.29
H -2.546 1.415 -9.172 -0.727 0.179 -0.635 0.27
H -2.693 3.028 -8.385 0.001 -0.219 -0.007 0.27
H -2.252 2.018 -13.385 0.269 0.159 0.230 0.31
H -2.935 3.218 -14.469 0.710 0.661 0.062 0.27
H -3.713 2.930 -12.981 0.153 0.005 0.408 0.26
C -6.765 -0.391 5.759 1.241 -0.413 0.832 -0.65
O -7.846 -0.248 6.709 -1.525 -1.163 -0.072 -0.34
P -8.706 -1.560 7.110 -0.717 0.564 1.545 1.02
O -8.062 -2.640 7.896 -0.324 0.832 -1.208 -0.67
O -9.973 -0.900 7.973 2.935 -0.363 -1.700 -0.36
C -11.034 -1.736 8.341 -2.067 0.605 0.385 -0.67
O -9.353 -1.983 5.712 0.415 1.500 1.646 -0.25
C -9.477 -3.276 5.252 -0.141 -1.380 -2.012 -0.68
H -6.806 0.193 4.840 -0.746 0.353 0.407 0.27
H -6.550 -1.414 5.449 -0.453 -0.234 0.191 0.31
H -5.907 -0.097 6.364 0.225 0.181 -0.466 0.29
H -11.914 -1.264 7.904 -0.249 -0.211 -0.309 0.28
H -11.248 -1.639 9.405 0.585 -0.236 0.203 0.29
H -11.079 -2.789 8.064 0.846 0.032 -0.182 0.29
H -10.342 -3.235 4.591 -0.182 -0.390 0.123 0.27
H -9.566 -4.114 5.944 -0.020 0.515 0.538 0.33
H -8.636 -3.487 4.591 0.189 -0.192 0.076 0.28
C 8.162 -4.267 -2.821 -0.418 -1.230 -1.611 -0.66
O 9.082 -4.562 -1.777 -0.165 -0.311 0.865 -0.31
P 8.572 -5.088 -0.351 -1.638 2.064 1.695 1.01
O 8.022 -3.974 0.535 1.636 -3.195 -1.932 -0.67
O 7.508 -6.277 -0.689 1.085 0.371 -0.458 -0.28
C 6.887 -7.026 0.361 -0.680 0.464 0.720 -0.71
O 9.841 -5.885 0.230 -0.484 1.631 0.530 -0.33
C 10.466 -6.942 -0.434 -0.755 -1.351 -0.938 -0.66
H 8.488 -3.528 -3.552 0.414 0.712 0.956 0.28
H 7.122 -4.105 -2.537 0.270 0.233 0.440 0.35
H 8.187 -5.144 -3.469 -0.423 -0.393 0.080 0.26
H 6.929 -8.113 0.291 0.696 0.034 -0.730 0.26
H 5.820 -6.805 0.341 0.076 0.301 0.149 0.28
H 7.306 -6.752 1.330 -0.124 0.103 0.026 0.32
H 10.583 -7.788 0.243 0.441 0.305 0.328 0.29
H 11.394 -6.680 -0.943 -0.012 0.259 0.316 0.26
H 9.770 -7.342 -1.171 0.099 0.016 -0.422 0.31
```
Forces are in eV/Å.

The value obtained for the total energy is -3809.3061 hartree. The net charge is -1. The molar mass comes out at 659.75 g/mol. The calculation puts the energy above the lowest of the compared OMol25 structures with the same formula, charge and spin at 278.4 kJ/mol.

=====

C4H7NO | the ωB97M-V functional and the def2-TZVPD basis

XYZ file:
```
13
Properties=species:S:1:pos:R:3:forces:R:3:mulliken_charge:R:1
C 0.196 1.151 1.439 0.050 0.101 0.111 -0.90
C 0.228 -1.060 0.274 0.156 -0.082 -0.078 -0.63
C -0.107 -1.450 -1.157 -0.015 -0.368 -0.107 -0.13
O -0.664 -0.217 -1.752 -0.019 0.145 0.051 -0.43
C -0.540 0.747 -0.837 0.037 -0.087 0.212 -0.01
N -0.018 0.322 0.271 -0.159 0.221 -0.308 0.29
H 1.191 0.941 1.838 -0.121 0.034 -0.060 0.30
H -0.547 0.904 2.199 0.086 0.014 -0.076 0.31
H 0.130 2.207 1.166 -0.008 -0.163 0.024 0.31
H 1.234 -1.290 0.631 -0.152 0.043 -0.009 0.11
H -0.896 -2.208 -1.265 0.139 0.149 0.046 0.20
H 0.744 -1.773 -1.781 -0.089 0.075 0.133 0.22
H -0.952 1.726 -1.028 0.097 -0.082 0.061 0.38
```
Forces are in eV/Å.

The value obtained for the total energy is -286.5001 hartree. The molar mass comes out at 85.11 g/mol. The calculation puts the energy above the lowest of the compared OMol25 structures with the same formula, charge and spin at 345.2 kJ/mol.

=====

C6H5NP2S | the ωB97M-V functional and the def2-TZVPD basis

XYZ file:
```
15
Properties=species:S:1:pos:R:3:forces:R:3:mulliken_charge:R:1
C 1.756 0.965 0.155 -1.762 -2.504 -1.561 -0.50
C 1.185 0.827 -1.105 -1.133 -0.532 -0.539 -0.49
C 1.420 0.142 1.212 -1.442 -0.704 0.882 -0.33
C 0.078 -0.078 -1.227 0.933 0.131 -0.164 -0.42
C 0.480 -0.887 1.074 0.930 2.647 -3.060 -0.44
C -0.203 -0.966 -0.193 0.463 -0.690 1.865 0.55
N -2.734 -0.773 -1.067 3.435 -6.289 1.148 -0.41
P -1.540 -2.155 -0.353 -2.845 5.288 -1.823 0.33
P -3.346 0.470 -0.335 -0.336 2.293 1.692 0.15
S -2.703 0.843 1.522 -0.444 -0.479 -1.037 -0.40
H 2.626 1.460 0.180 2.811 2.487 0.545 0.44
H 1.632 1.402 -1.961 -0.923 -0.638 0.907 0.31
H 1.773 0.356 2.218 0.328 -0.147 -0.272 0.33
H -0.593 -0.280 -2.063 0.749 0.866 -0.391 0.47
H 0.168 -1.327 1.942 -0.764 -1.730 1.808 0.39
```
Forces are in eV/Å.

Its SMILES is S=P/N=P\c1ccccc1. The value obtained for the total energy is -1367.1674 hartree. The molar mass comes out at 185.13 g/mol.

=====

C3H8N2O2 | the ωB97M-V functional and the def2-TZVPD basis

XYZ file:
```
15
Properties=species:S:1:pos:R:3:forces:R:3:mulliken_charge:R:1
C 0.455 -1.072 -1.915 0.614 0.410 0.308 -1.03
C -0.277 1.378 -1.533 -0.760 -2.176 2.950 -1.41
C -0.602 0.042 -2.289 1.003 0.127 1.417 0.87
N -2.722 0.437 -4.454 3.304 1.610 -0.564 -0.12
N -1.986 -0.386 -2.036 -1.324 -1.097 0.004 -0.34
O -1.648 0.996 -4.766 -3.404 -1.568 0.559 -0.38
O -2.271 -1.652 -1.969 1.404 2.312 -0.213 -0.53
H 1.258 -1.134 -2.672 -0.400 -0.154 0.073 0.27
H 1.080 -0.920 -0.901 -1.900 -0.079 -1.965 0.20
H -0.147 -2.010 -1.897 0.729 0.438 0.150 0.36
H -0.096 1.261 -0.331 -0.135 0.231 -3.016 0.28
H -1.095 2.019 -1.648 -1.805 0.830 0.135 0.40
H 0.448 1.937 -2.046 1.865 0.330 -0.363 0.38
H -0.680 0.477 -3.332 0.819 -1.233 0.457 0.06
H -3.959 3.076 10.572 -0.010 0.018 0.069 -1.00
```
Forces are in eV/Å.

The value obtained for the total energy is -378.7669 hartree. The net charge is -2. The molar mass comes out at 104.11 g/mol. The calculation puts the energy above the lowest of the compared OMol25 structures with the same formula, charge and spin at 358.0 kJ/mol.

=====

C6H16N2 | the ωB97M-V functional and the def2-TZVPD basis

XYZ file:
```
24
Properties=species:S:1:pos:R:3:forces:R:3:mulliken_charge:R:1
C -0.353 2.031 0.941 0.814 0.024 4.073 -1.51
C -0.065 0.669 0.254 0.281 0.717 0.626 0.54
C 0.195 0.826 -1.318 -2.706 -2.014 0.080 -0.98
C -0.071 -0.572 -2.076 2.196 0.699 2.830 -0.26
C -1.498 -0.964 -2.147 -2.002 -1.906 0.148 -0.96
N 1.146 0.049 0.866 -0.852 -0.231 -0.127 -0.32
C 1.035 -0.550 2.193 0.482 -2.034 -3.465 -0.55
N 0.900 -2.092 1.870 -1.259 0.793 2.219 -0.63
H -1.360 2.331 1.216 -0.498 -0.493 -0.563 0.36
H 0.176 2.218 2.040 -1.104 -1.381 -2.322 0.27
H 0.079 2.880 0.536 0.847 1.496 -1.839 0.45
H -1.003 0.021 0.541 1.987 0.743 -1.047 0.08
H -0.498 1.501 -1.848 -0.156 0.189 0.813 0.36
H 1.147 1.150 -1.699 0.881 0.198 0.965 0.47
H 0.471 -1.313 -1.424 -0.079 0.478 -0.989 0.12
H 0.502 -0.317 -2.949 -0.247 -1.071 -1.090 0.36
H -1.993 -0.384 -2.901 -0.612 0.736 -0.099 0.31
H -1.786 -2.062 -2.523 1.157 2.075 1.150 0.28
H -1.976 -0.796 -1.109 0.464 -0.363 -1.778 0.21
H 1.993 0.569 0.781 0.115 0.672 -0.346 0.22
H 0.204 -0.147 2.702 -1.390 0.011 0.719 0.32
H 1.903 -0.236 2.782 0.172 -0.896 -0.131 0.33
H 0.064 -2.461 2.405 1.408 0.399 -0.970 0.24
H 0.791 -2.350 0.867 0.100 1.158 1.145 0.29
```
Forces are in eV/Å.

Its SMILES is CCC[C@H](C)NCN. The value obtained for the total energy is -347.6235 hartree. The molar mass comes out at 116.21 g/mol. The calculation puts the energy above the lowest of the compared OMol25 structures with the same formula, charge and spin at 266.0 kJ/mol.

=====

C4H12OS2 | the ωB97M-V functional and the def2-TZVPD basis

XYZ file:
```
19
Properties=species:S:1:pos:R:3:forces:R:3:mulliken_charge:R:1
C -0.923 0.717 -2.666 -0.766 0.058 0.254 -0.64
S 0.314 -0.598 -2.431 0.960 0.201 -1.095 -0.06
S -0.556 -1.884 -1.072 -0.908 -0.749 0.560 -0.13
C 0.697 -3.168 -0.737 0.660 0.108 -0.238 -0.76
H -1.928 0.307 -2.928 0.825 0.238 0.144 0.26
H -0.989 1.311 -1.742 -0.019 -0.198 -0.367 0.20
H -0.574 1.371 -3.501 -0.044 -0.743 0.623 0.29
H 1.642 -2.695 -0.429 -0.280 -0.158 -0.153 0.27
H 0.328 -3.749 0.126 -0.077 0.365 -0.458 0.32
H 0.895 -3.858 -1.583 -0.303 0.535 0.387 0.29
C 0.463 1.050 1.665 1.187 -1.183 0.398 -0.20
O -0.213 0.749 0.447 -0.303 0.554 0.562 -0.40
C -0.161 2.088 2.579 -0.907 0.277 -0.739 -1.06
H 0.568 0.117 2.267 -0.009 0.388 -0.382 0.25
H 1.495 1.379 1.422 -0.342 -0.118 0.110 0.25
H -0.088 -0.191 0.203 -0.054 0.553 0.415 0.21
H -1.214 1.821 2.809 0.617 0.127 0.026 0.29
H 0.424 2.171 3.509 -0.235 -0.043 -0.402 0.33
H -0.178 3.061 2.061 0.000 -0.213 0.356 0.27
```
Forces are in eV/Å.

Its SMILES is CSSC.CCO. The value obtained for the total energy is -1031.1808 hartree. The molar mass comes out at 140.27 g/mol. The calculation puts the energy above the lowest of the compared OMol25 structures with the same formula, charge and spin at 97.2 kJ/mol.

=====

What is the formula in the fifth record?
C6H16N2

=====

molar mass of number 1 (C12H36ClO20P4)?
659.75 g/mol